No. 1
Formula: C42H113N7O14
Source: OMol25
Level of theory: ωB97M-V with the def2-TZVPD basis set

Its structure (SMILES) is COC[C@H](C)N.COC[C@H](C)N.COC[C@H](C)N.COC[C@H](C)N.COCCNCCOC.COCCNCCOC.COCCNCCOC.CCO.CCO.CCO.CCO. As for the net charge: 0.

Structure (XYZ):
```
176
C42H113N7O14 ωB97M-V with the def2-TZVPD basis set
C 5.704 0.711 3.516
C 6.373 -0.141 4.634
C 7.484 0.484 5.412
O 8.392 1.043 4.411
C 9.527 1.769 4.796
N 5.225 -0.255 5.592
H 5.867 1.786 3.594
H 4.632 0.528 3.591
H 6.166 0.390 2.582
H 6.779 -1.059 4.209
H 8.113 -0.124 6.063
H 7.138 1.339 5.992
H 9.345 2.828 4.609
H 10.275 1.321 4.142
H 9.859 1.635 5.825
H 5.480 -0.789 6.411
H 4.687 0.574 5.800
C 6.635 5.199 1.744
C 7.569 5.520 3.005
C 7.229 4.876 4.403
O 5.901 5.307 4.973
C 5.628 4.771 6.192
N 8.957 5.150 2.716
H 6.907 5.745 0.840
H 5.560 5.361 1.821
H 6.677 4.156 1.429
H 7.548 6.607 3.083
H 7.932 5.174 5.180
H 7.268 3.787 4.399
H 4.862 5.234 6.814
H 6.505 4.761 6.840
H 5.194 3.796 5.973
H 8.812 4.232 2.322
H 9.242 5.762 1.964
C -2.709 -1.342 3.540
C -2.989 0.120 3.227
C -1.869 0.716 2.374
O -0.520 0.294 2.810
C 0.489 -0.029 1.907
N -4.215 0.290 2.452
H -3.411 -1.997 4.056
H -1.912 -1.194 4.268
H -2.265 -1.911 2.723
H -3.073 0.649 4.177
H -1.884 1.802 2.461
H -1.950 0.577 1.296
H 0.365 -1.078 1.639
H 1.424 0.137 2.441
H 0.521 0.583 1.006
H -4.115 -0.074 1.516
H -4.552 1.242 2.424
C -2.315 4.407 7.411
C -1.273 5.041 8.465
C -0.788 6.405 8.026
O -0.295 6.418 6.624
C -0.117 7.734 6.092
N -1.887 5.169 9.731
H -1.770 4.176 6.497
H -3.030 5.212 7.241
H -2.811 3.517 7.800
H -0.415 4.373 8.535
H -0.098 6.899 8.710
H -1.626 7.102 8.032
H -0.957 8.416 6.225
H 0.186 7.788 5.046
H 0.630 8.237 6.706
H -2.202 4.271 10.069
H -1.179 5.541 10.349
C 7.068 3.128 13.370
O 6.484 1.906 13.043
C 5.630 1.447 14.091
C 4.236 2.137 13.965
N 3.695 1.652 12.668
C 2.548 2.447 12.201
C 2.947 3.869 11.649
O 3.620 3.792 10.430
C 2.692 3.643 9.328
H 7.452 3.603 12.467
H 7.859 3.138 14.120
H 6.339 3.776 13.856
H 6.061 1.419 15.091
H 5.373 0.407 13.889
H 4.366 3.204 14.145
H 3.562 1.789 14.748
H 4.459 1.812 12.027
H 1.910 2.632 13.065
H 2.042 1.964 11.365
H 3.456 4.389 12.460
H 2.003 4.409 11.571
H 2.223 2.676 9.144
H 3.096 3.725 8.319
H 1.867 4.353 9.272
C 0.942 0.159 -1.711
O -0.231 0.905 -1.237
C -0.587 1.881 -2.190
C -1.079 3.251 -1.502
N -2.238 3.083 -0.684
C -2.722 4.324 -0.128
C -3.037 4.257 1.341
O -1.801 4.262 2.035
C -1.876 4.379 3.443
H 0.807 -0.201 -2.731
H 0.946 -0.717 -1.062
H 1.846 0.768 -1.710
H -1.457 1.438 -2.676
H 0.139 1.961 -2.999
H -1.361 3.931 -2.306
H -0.247 3.761 -1.017
H -1.981 2.489 0.091
H -3.663 4.507 -0.647
H -2.103 5.201 -0.316
H -3.646 3.412 1.663
H -3.572 5.165 1.619
H -2.299 5.347 3.708
H -0.891 4.486 3.897
H -2.440 3.552 3.875
C 6.999 -3.908 8.499
O 6.383 -2.574 8.360
C 5.212 -2.422 9.151
C 4.793 -0.913 9.078
N 5.897 -0.097 9.454
C 5.673 1.361 9.285
C 6.997 2.046 9.477
O 7.960 1.707 8.389
C 9.257 2.136 8.700
H 8.068 -4.058 8.646
H 6.793 -4.487 7.598
H 6.564 -4.521 9.287
H 5.368 -2.730 10.185
H 4.431 -3.136 8.892
H 3.902 -0.762 9.688
H 4.348 -0.783 8.092
H 6.595 -0.198 8.732
H 4.987 1.726 10.051
H 5.147 1.651 8.375
H 7.404 1.747 10.443
H 6.900 3.131 9.481
H 9.622 1.793 9.669
H 9.488 3.198 8.619
H 9.885 1.665 7.944
C 4.031 -3.008 2.836
C 3.480 -2.810 4.207
O 3.076 -1.431 4.249
H 4.982 -2.489 2.717
H 3.293 -2.712 2.091
H 4.127 -4.083 2.687
H 4.052 -3.075 5.095
H 2.523 -3.326 4.291
H 3.822 -1.021 4.693
C 1.655 3.340 5.721
C 2.124 1.950 5.124
O 2.786 1.043 6.029
H 2.535 3.932 5.969
H 1.048 3.327 6.627
H 1.174 3.986 4.987
H 2.868 2.243 4.383
H 1.279 1.460 4.641
H 2.237 0.295 6.274
C -0.101 -2.834 6.419
C 0.514 -1.439 6.476
O 1.435 -1.339 7.545
H -0.252 -3.203 7.433
H 0.599 -3.611 6.113
H -1.016 -2.826 5.825
H -0.265 -0.701 6.668
H 1.020 -1.130 5.562
H 1.015 -1.318 8.408
C 2.688 5.113 1.954
C 1.253 4.695 2.041
O 0.504 4.946 0.858
H 3.207 4.925 1.014
H 3.311 4.556 2.654
H 2.917 6.178 1.991
H 0.807 5.268 2.854
H 1.153 3.679 2.424
H -0.383 4.596 0.973
```


No. 2
Formula: C42H113N9O4PPb
Source: OMol25
Level of theory: ωB97M-V with the def2-TZVPD basis set

As for the net charge: +1.

Structure (XYZ):
```
170
C42H113N9O4PPb ωB97M-V with the def2-TZVPD basis set
Pb -0.955 -2.666 -1.214
N 1.542 -0.140 2.122
H 1.304 -0.167 3.103
H 1.097 0.508 1.488
H 0.996 -0.834 1.632
H 2.500 -0.270 1.829
N -2.290 2.003 -0.401
H -2.984 2.323 0.259
H -1.362 1.939 -0.006
H -2.250 2.445 -1.308
H -2.421 1.034 -0.655
P -0.301 -0.266 -0.258
O 0.337 -0.612 -1.598
O 0.029 1.090 0.426
O 0.146 -1.515 0.634
O -1.810 -0.554 -0.536
C -3.188 -2.996 1.334
C -1.897 -3.778 1.740
N -1.284 -4.553 0.647
C 0.035 -4.986 1.128
C 0.083 -6.094 2.196
C -2.167 -5.654 0.174
C -1.491 -6.575 -0.833
H -4.152 -3.493 1.222
H -3.009 -2.397 0.441
H -3.351 -2.265 2.126
H -1.239 -3.043 2.205
H -2.128 -4.452 2.564
H 0.624 -5.305 0.267
H 0.528 -4.141 1.608
H 1.106 -6.437 2.352
H -0.263 -5.751 3.171
H -0.538 -6.954 1.946
H -2.947 -5.092 -0.338
H -2.599 -6.188 1.020
H -0.955 -7.322 -0.248
H -0.815 -5.989 -1.456
H -2.246 -7.083 -1.432
C 0.742 2.580 4.483
C 0.840 1.297 5.328
N 0.522 0.069 4.610
C -0.792 -0.032 4.009
C -2.002 -0.190 5.004
C 0.826 -1.099 5.509
C 0.894 -2.460 4.793
H 1.240 3.466 4.876
H -0.302 2.839 4.301
H 1.192 2.495 3.494
H 1.870 1.204 5.672
H 0.169 1.427 6.177
H -0.907 0.880 3.425
H -0.853 -0.856 3.298
H -2.970 -0.306 4.517
H -1.856 -1.028 5.686
H -2.228 0.710 5.577
H 0.103 -1.037 6.323
H 1.779 -0.969 6.020
H 0.999 -3.311 5.466
H 1.733 -2.530 4.102
H -0.027 -2.723 4.272
C 2.064 -3.738 -2.184
C 1.152 -3.182 -3.356
N -0.284 -3.658 -3.466
C -0.942 -2.867 -4.506
C -1.219 -1.426 -4.125
C -0.216 -5.017 -3.981
C -1.531 -5.694 -4.187
H 3.040 -3.254 -2.230
H 2.157 -4.820 -2.270
H 1.721 -3.375 -1.215
H 1.226 -2.101 -3.242
H 1.653 -3.322 -4.314
H -0.265 -2.839 -5.360
H -1.850 -3.359 -4.855
H -1.862 -1.004 -4.897
H -1.806 -1.412 -3.206
H -0.326 -0.830 -3.937
H 0.328 -5.642 -3.272
H 0.388 -5.045 -4.888
H -1.471 -6.780 -4.259
H -1.999 -5.374 -5.118
H -2.331 -5.470 -3.481
C -0.086 2.079 -4.510
C -0.799 1.978 -3.149
N -1.659 3.114 -2.872
C -0.978 4.409 -2.864
C -1.722 5.404 -2.054
C -2.849 3.098 -3.762
C -3.865 1.949 -3.451
H 0.729 1.355 -4.496
H 0.403 3.042 -4.655
H -0.693 1.861 -5.389
H -1.403 1.072 -3.201
H -0.139 1.761 -2.308
H 0.048 4.429 -2.498
H -0.888 4.781 -3.885
H -1.902 5.054 -1.037
H -1.092 6.285 -1.930
H -2.666 5.692 -2.515
H -2.533 3.064 -4.805
H -3.376 4.040 -3.614
H -3.535 0.940 -3.698
H -4.748 2.046 -4.082
H -4.253 1.972 -2.432
C 5.211 5.664 -1.863
C 4.042 4.801 -2.417
N 3.609 3.780 -1.446
C 2.714 4.389 -0.450
C 2.690 3.567 0.845
C 2.973 2.643 -2.107
C 4.087 1.829 -2.867
H 4.874 6.165 -0.955
H 5.562 6.401 -2.586
H 6.072 5.045 -1.611
H 3.239 5.494 -2.668
H 4.342 4.330 -3.353
H 3.156 5.333 -0.129
H 1.719 4.602 -0.840
H 3.538 2.902 1.007
H 2.603 4.218 1.716
H 1.782 2.964 0.851
H 2.060 2.851 -2.665
H 2.632 1.957 -1.332
H 4.241 2.108 -3.909
H 3.708 0.815 -2.996
H 5.046 1.835 -2.349
C -2.729 3.963 2.709
C -3.894 2.934 2.696
N -4.455 2.744 1.305
C -5.186 3.952 0.891
C -5.235 3.962 -0.664
C -5.377 1.596 1.346
C -4.704 0.199 1.341
H -1.823 3.523 2.293
H -2.413 4.304 3.695
H -3.015 4.871 2.178
H -3.553 1.998 3.137
H -4.725 3.227 3.338
H -6.212 3.981 1.260
H -4.738 4.899 1.189
H -5.631 3.051 -1.111
H -5.826 4.808 -1.015
H -4.256 4.050 -1.135
H -6.117 1.651 0.547
H -5.959 1.638 2.267
H -4.011 -0.002 2.158
H -4.123 -0.024 0.446
H -5.562 -0.474 1.321
C 3.422 -3.438 1.469
C 4.447 -2.310 1.628
N 3.988 -0.967 1.195
C 5.009 0.056 1.542
C 4.958 0.319 3.033
C 3.706 -0.934 -0.249
C 4.898 -1.247 -1.156
H 2.439 -3.210 1.879
H 3.821 -4.200 2.138
H 3.326 -3.826 0.455
H 4.642 -2.252 2.699
H 5.372 -2.555 1.106
H 6.023 -0.161 1.205
H 4.701 0.987 1.067
H 5.354 1.301 3.293
H 3.936 0.400 3.402
H 5.466 -0.418 3.656
H 3.420 0.087 -0.500
H 2.836 -1.551 -0.474
H 5.791 -0.659 -0.946
H 4.589 -1.092 -2.190
H 5.217 -2.284 -1.054
```


Number 1: LUMO level 0.362 eV. Number 2: LUMO level -1.868 eV.